[1]
ORCA calculation (ωB97M-V/def2-TZVPD) on a molecular structure, C23H46BeCl2F3KLiO10Si.

Geometry as XYZ:
```
88
C23H46BeCl2F3KLiO10Si, DFT ωB97M-V/def2-TZVPD
C 3.1495 2.4323 0.1777
C 1.7387 2.3576 0.8977
O 0.6691 1.8219 0.1046
C 0.9462 0.5194 -0.4277
C 1.4664 -0.5032 0.7224
Si 0.6887 -2.2896 0.7877
C 0.7042 -2.7143 2.6841
C -0.1256 -1.5497 3.4523
F -0.7845 -2.0197 4.5966
C 1.7663 -3.6097 -0.1377
C 2.4024 -3.1107 -1.4761
C 1.2441 -2.9418 -2.5593
C 1.8807 -2.3440 -3.8658
O 2.4132 -3.4073 -4.6726
C -1.1109 -2.4047 0.1304
C -2.1792 -3.2258 1.0536
C -3.4697 -3.5253 0.1441
C -4.7115 -2.6706 0.6148
C -4.3960 -1.1040 0.4170
C -4.9536 -0.5120 -0.9462
C -3.9095 0.3668 -1.7686
C -2.8901 1.2060 -0.8913
C -1.9782 2.1123 -1.8629
O -2.6925 3.2244 -2.4080
C -2.6070 4.3062 -1.4420
H 3.8273 3.1911 0.6775
H 2.9717 2.6664 -0.9435
H 3.6072 1.3599 0.2639
H 1.8512 1.8568 1.9078
H 1.4579 3.4384 1.1202
H 1.7399 0.5251 -1.3081
H -0.0172 0.1653 -0.9222
H 2.6031 -0.6401 0.5227
H 1.3518 -0.0932 1.7757
H 0.3088 -3.7457 2.9028
H 1.7619 -2.6727 3.1275
H -0.8934 -1.1755 2.6950
H 0.5465 -0.6535 3.6612
H 1.0459 -4.4685 -0.3458
H 2.5892 -3.9979 0.5511
H 3.1035 -3.9246 -1.8614
H 3.0191 -2.1576 -1.3908
H 0.4415 -2.2011 -2.2421
H 0.7231 -3.9329 -2.7609
H 1.1490 -1.6657 -4.4167
H 2.7557 -1.6888 -3.5293
H 2.3117 -3.1587 -5.6181
H -1.0421 -2.9651 -0.8628
H -1.5262 -1.3716 -0.0684
H -1.6505 -4.1697 1.4092
H -2.5588 -2.6000 1.9331
H -3.1710 -3.3287 -0.9258
H -3.6708 -4.6458 0.2310
H -5.5819 -2.9724 -0.0579
H -4.9336 -2.8938 1.7055
H -4.9414 -0.5530 1.2639
H -3.2820 -1.0077 0.5554
H -5.9502 0.0173 -0.8012
H -5.2031 -1.4129 -1.6097
H -3.3913 -0.2743 -2.5585
H -4.5243 1.1230 -2.3642
H -3.3565 1.8125 -0.0667
H -2.1559 0.4614 -0.4179
H -1.1268 2.4842 -1.1969
H -1.4932 1.4474 -2.6460
H -3.5294 4.9373 -1.5862
H -2.6581 3.9352 -0.3622
H -1.6424 4.8962 -1.5273
Be 3.3090 0.5278 -5.1172
C 7.8268 2.0224 3.0123
C 6.6364 1.1161 3.0277
O 5.7551 1.7313 2.1018
C 6.5582 2.3762 1.2067
O 6.1909 2.7784 0.1425
O 7.8251 2.4982 1.6677
F 6.0434 1.1017 4.2439
H 7.7214 2.8675 3.6972
H 8.7536 1.4977 3.2429
H 6.8473 0.0910 2.7088
F -3.7480 0.6391 2.0451
O -4.1922 6.7501 -0.2113
Cl -5.6128 6.7501 -0.4947
O -6.1797 5.4747 -0.1068
O -5.8229 6.9606 -1.9091
O -6.2539 7.8080 0.2533
Li 2.9713 -1.1561 2.3194
Cl -2.4380 -4.1448 3.0945
K 3.6818 1.9497 -2.1623
```

Total charge: +1
HOMO energy: -8.86 eV
Strongest force on any atom: 7.2 eV/A
Energy: -103046.3060 eV

=====

[2]
ORCA calculation (ωB97M-V/def2-TZVPD) on a molecular structure, C23H46O23Rb2.

Geometry as XYZ:
```
94
C23H46O23Rb2, DFT ωB97M-V/def2-TZVPD
Rb 4.3567 5.1033 3.4581
Rb -0.9891 -2.9962 4.1858
O 1.0095 0.8685 0.7147
C -0.0435 1.3153 -0.1240
C -1.1486 0.4625 -0.9641
O -2.0943 -0.4061 -0.3166
H 0.4305 1.8925 -0.9178
H -0.5527 2.0658 0.4806
H -0.5700 -0.1081 -1.6907
H -1.6648 1.1674 -1.6158
C -3.0769 7.4062 4.3163
O -2.6266 8.5166 5.1049
C -1.4369 8.5606 5.6614
O -0.6122 7.6646 5.6456
O -1.2881 9.7653 6.3294
C -0.0209 10.1433 6.7074
H -2.2994 6.6423 4.3268
H -3.1580 7.8430 3.3209
H -4.1176 7.1717 4.5395
H 0.4941 10.6782 5.9094
H 0.5735 9.2710 6.9791
H -0.1733 10.8644 7.5105
C -9.1264 4.3433 0.0075
O -10.2211 5.1449 -0.4211
C -10.2796 6.4689 -0.3739
O -9.3223 7.2005 -0.2342
O -11.5885 6.8216 -0.5907
C -12.0199 8.1715 -0.9281
H -8.8303 4.4574 1.0503
H -8.2704 4.6337 -0.6017
H -9.4467 3.3618 -0.3419
H -11.6892 8.6862 -0.0260
H -13.0930 8.2286 -1.1104
H -11.6219 8.6140 -1.8413
C -13.6289 -5.6749 2.7587
O -12.3215 -5.4641 2.2372
C -11.2283 -5.7248 3.0178
O -11.2623 -6.2954 4.0872
O -10.2047 -5.1346 2.3492
C -8.8850 -5.4056 2.7951
H -14.3078 -5.5252 1.9192
H -13.8478 -4.8813 3.4731
H -13.9085 -6.6597 3.1328
H -8.4143 -6.2509 2.2930
H -8.8824 -5.5607 3.8740
H -8.2012 -4.6000 2.5275
C 6.7388 -4.9822 -0.9969
O 8.0831 -4.9278 -0.6512
C 8.8426 -5.9993 -0.8664
O 8.4492 -7.0353 -1.4107
O 9.9917 -5.8821 -0.2374
C 11.1394 -6.7321 -0.5249
H 6.6033 -5.5478 -1.9188
H 6.3998 -3.9668 -1.2025
H 6.1374 -5.2614 -0.1318
H 11.5444 -6.6193 -1.5305
H 10.9353 -7.7921 -0.3733
H 11.8440 -6.5894 0.2944
C 0.7800 -5.8357 -5.8706
O 1.5613 -6.8304 -6.5843
C 1.1284 -7.1475 -7.8307
O 0.2639 -6.6062 -8.5396
O 1.7597 -8.2337 -8.2869
C 1.2988 -8.8257 -9.5208
H 0.8518 -5.9163 -4.7860
H -0.2846 -5.7204 -6.0741
H 1.0737 -4.8421 -6.2094
H 0.6714 -9.7019 -9.3572
H 2.1749 -9.1066 -10.1052
H 0.7899 -8.1387 -10.1970
C 8.3243 -0.1331 8.5228
O 7.0423 0.0396 9.1218
C 6.1694 0.8936 8.5219
O 6.3988 1.4566 7.4834
O 5.0098 0.7852 9.1042
C 3.8932 1.4612 8.4904
H 8.2142 -0.6570 7.5733
H 8.9689 -0.8192 9.0723
H 8.9472 0.7613 8.5362
H 3.8786 1.6132 7.4111
H 3.7283 2.4905 8.8087
H 3.0305 0.8493 8.7537
C 9.1120 2.5191 -9.5825
O 7.8284 1.9894 -9.1488
C 7.2091 2.5116 -8.0961
O 7.7491 3.2447 -7.2599
O 6.0165 1.8796 -8.0278
C 5.4539 1.6952 -6.7537
H 8.9988 2.6920 -10.6528
H 9.8141 1.7228 -9.3356
H 9.2717 3.4588 -9.0536
H 4.7715 2.5104 -6.5131
H 6.0809 1.6826 -5.8622
H 4.9211 0.7463 -6.8164
```

Energy above the lowest of the compared OMol25 structures with the same formula, charge and spin: 1097.72 kJ/mol
HOMO energy: -3.27 eV
Strongest force on any atom: 3.7 eV/A
Energy: -72987.5516 eV

=====

[3]
ORCA calculation (ωB97M-V/def2-TZVPD) on a molecular structure, C23H47As3N2O2PdS.

Geometry as XYZ:
```
79
C23H47As3N2O2PdS, DFT ωB97M-V/def2-TZVPD
Pd 1.0457 -0.8309 0.2723
C 2.1313 -0.7621 4.6365
C 2.2211 -1.1400 3.1886
O 1.3146 -0.8184 2.3959
N 3.3043 -1.8288 2.8094
C 3.5762 -2.2171 1.4322
C 4.0665 -1.0522 0.6083
C 5.4221 -0.8136 0.4603
C 5.8500 0.3038 -0.2415
C 4.8976 1.1617 -0.7640
C 3.5628 0.8540 -0.5840
N 3.1458 -0.2346 0.0746
H 1.1701 -0.2963 4.8296
H 2.9304 -0.0636 4.8912
H 2.2410 -1.6416 5.2719
H 4.0088 -2.0190 3.5044
H 2.6721 -2.6393 0.9958
H 4.3301 -3.0006 1.4553
H 6.1356 -1.5040 0.8916
H 6.9061 0.5001 -0.3724
H 5.1732 2.0543 -1.3074
H 2.7904 1.5042 -0.9712
C 1.1890 -2.0761 -3.1718
As 0.4711 -0.7259 -1.9948
C 1.1080 0.9188 -2.7825
C -1.4171 -0.4835 -2.3750
C -2.4343 -1.5177 -1.9081
C -2.0690 -2.9094 -2.4365
C -2.5312 -1.5313 -0.3796
As -0.9575 -2.0416 0.6234
C -1.5654 -1.7301 2.4277
C -0.7717 -3.9647 0.5632
C -3.8178 -1.1519 -2.4763
As -4.7290 0.6146 -2.3530
C -4.1054 1.3637 -0.6424
C -3.5853 1.7082 -3.5178
H 0.9800 -3.0760 -2.8032
H 2.2671 -1.9338 -3.2286
H 0.7534 -1.9517 -4.1618
H 0.5301 1.0748 -3.6927
H 2.1627 0.8523 -3.0418
H 0.9193 1.7339 -2.0874
H -1.4704 -0.3696 -3.4604
H -1.6223 0.4893 -1.9253
H -1.0974 -3.2455 -2.0736
H -2.0308 -2.9118 -3.5276
H -2.8112 -3.6489 -2.1305
H -3.3317 -2.2001 -0.0555
H -2.7590 -0.5329 -0.0012
H -2.5413 -2.1980 2.5489
H -1.6415 -0.6587 2.6012
H -0.8611 -2.1633 3.1323
H -1.7636 -4.4131 0.5936
H -0.2111 -4.2746 1.4437
H -0.2502 -4.2941 -0.3288
H -4.5437 -1.8634 -2.0731
H -3.8083 -1.3309 -3.5568
H -4.5098 0.7967 0.1963
H -4.5139 2.3732 -0.5858
H -3.0158 1.4212 -0.5659
H -3.4809 1.2223 -4.4883
H -2.5988 1.9153 -3.1033
H -4.0990 2.6553 -3.6787
C -2.5557 4.3932 1.8279
C -1.5274 3.7999 0.8742
S -0.9877 2.1750 1.4483
O -0.3390 1.4900 0.2606
C 0.3452 2.6886 2.5577
C 1.5899 3.1709 1.8359
H -2.8691 5.3718 1.4672
H -2.1492 4.5322 2.8308
H -3.4387 3.7588 1.9034
H -0.6554 4.4404 0.7486
H -1.9496 3.6010 -0.1124
H 0.5573 1.8069 3.1645
H -0.0893 3.4466 3.2130
H 1.9491 2.4027 1.1533
H 2.3737 3.3837 2.5625
H 1.4147 4.0814 1.2649
```

Total charge: +2
Energy above the lowest of the compared OMol25 structures with the same formula, charge and spin: 0.00 kJ/mol
HOMO energy: -12.92 eV
Strongest force on any atom: 0.6 eV/A
Energy: -228507.7502 eV

=====

[4]
ORCA calculation (ωB97M-V/def2-TZVPD) on a molecular structure, C23H47B2F8MnN8O4.

Geometry as XYZ:
```
93
C23H47B2F8MnN8O4, DFT ωB97M-V/def2-TZVPD
Mn 3.3405 0.9469 -0.9775
N 1.0349 -0.2637 0.7734
O 0.0934 -0.9925 0.7077
O 1.1737 0.6285 1.5508
O 1.9339 -0.4081 -0.0581
C -2.5078 -0.2705 -4.2991
C -3.1089 0.8758 -3.4762
N -3.5668 0.4311 -2.1530
C -2.6688 -0.0313 -1.1907
C -3.3242 -0.2807 0.0002
N -4.6414 -0.1126 -0.3576
C -4.8444 0.3399 -1.6357
C -5.7718 -0.0891 0.4962
H -1.8553 -0.9349 -3.7326
H -1.9762 0.1119 -5.1705
H -3.3356 -0.8845 -4.6537
H -3.8726 1.4362 -4.0155
H -2.2142 1.4864 -3.3546
H -1.6168 -0.1845 -1.3807
H -3.0167 -0.5854 0.9897
H -5.7817 0.6445 -2.0774
H -6.7112 0.2691 0.0751
H -5.5918 0.6410 1.2853
H -5.9137 -1.1041 0.8674
C -0.2288 5.3618 -4.1403
C -1.4959 4.4866 -3.8733
N -1.6956 4.2693 -2.4222
C -2.4729 5.0216 -1.5692
C -2.2817 4.5519 -0.2610
N -1.5846 3.4094 -0.2679
C -1.1955 3.2307 -1.6146
C -1.2377 2.4940 0.8194
H 0.7084 4.8375 -3.9535
H -0.1790 6.1640 -3.4041
H -0.0199 5.7551 -5.1352
H -1.5191 3.5940 -4.4985
H -2.3929 4.8547 -4.3714
H -3.0424 5.7505 -2.1265
H -2.8136 4.9163 0.6054
H -0.4720 2.4844 -1.9077
H -1.0918 1.4327 0.6184
H -1.8325 2.6109 1.7253
H -0.2590 2.8601 1.1295
C 2.6325 2.5893 7.0062
C 1.2583 1.8904 6.5545
N 1.6054 0.5065 6.1285
C 1.7974 -0.6201 6.9460
C 2.0326 -1.6761 6.0965
N 2.1008 -1.2029 4.8486
C 1.8989 0.1635 4.8301
C 2.3113 -1.9488 3.7149
H 3.3056 2.7622 6.1665
H 3.2818 2.1665 7.7729
H 2.2984 3.5549 7.3856
H 0.7794 2.3817 5.7075
H 0.6341 1.8043 7.4439
H 1.7118 -0.4711 8.0122
H 2.2205 -2.7191 6.3044
H 1.7776 0.8065 3.9709
H 3.3282 -2.3406 3.6903
H 2.1596 -1.3701 2.8038
H 1.7882 -2.9051 3.7169
C 0.0566 -5.6400 -1.0875
N 0.5906 -4.3996 -1.8579
C 1.1814 -4.6636 -3.2792
C -0.6927 -3.4654 -2.0897
C 1.5155 -3.5367 -0.9453
C 2.8542 -4.0142 -0.7127
O 2.8470 -5.3603 -0.2039
H -0.6650 -6.1516 -1.7244
H -0.4144 -5.2997 -0.1652
H 0.8474 -6.3889 -1.0448
H 0.3985 -5.0521 -3.9306
H 1.8839 -5.4955 -3.2291
H 1.8293 -3.8900 -3.6912
H -1.5600 -4.0492 -2.3982
H -0.3480 -2.7866 -2.8697
H -0.9690 -2.9560 -1.1665
H 0.9402 -3.2751 -0.0572
H 1.5995 -2.5723 -1.4462
H 3.1291 -3.2795 0.0441
H 3.4771 -3.8106 -1.5837
H 2.6922 -5.3675 0.7435
B 1.2781 0.3081 -3.6188
F 1.0609 -0.9907 -3.9886
F 0.0845 1.0368 -3.7589
F 1.7574 0.4993 -2.3785
F 2.0803 0.8976 -4.5911
B 4.7483 1.3287 1.6939
F 4.1311 0.1406 1.6756
F 4.5685 1.8130 0.4615
F 3.9719 2.0722 2.5483
F 6.0526 1.2219 1.9867
```

Total charge: +2
2S+1: 7
HOMO energy (spin up / spin down): -8.58 / -14.04 eV
Strongest force on any atom: 4.9 eV/A
Energy: -99127.0017 eV

=====

[5]
ORCA calculation (ωB97M-V/def2-TZVPD) on a molecular structure, C23H47CoNO2S2Si2.

Geometry as XYZ:
```
78
C23H47CoNO2S2Si2, DFT ωB97M-V/def2-TZVPD
O 0.8726 -1.8025 -2.4979
O -1.2309 -3.1858 -1.2570
C 0.7594 -0.6568 -3.3458
C 2.0382 0.0258 -3.7731
H 0.1017 0.0704 -2.8530
H 0.1957 -1.0383 -4.2054
H 2.2334 0.8870 -3.1320
H 1.9072 0.3861 -4.7933
H 2.8876 -0.6531 -3.7367
C 2.0546 -1.8623 -1.6565
C 2.8726 -3.0377 -2.1240
H 1.7048 -1.9951 -0.6231
H 2.6351 -0.9228 -1.6804
H 2.2794 -3.9558 -2.0349
H 3.8028 -3.1375 -1.5545
H 3.1434 -2.8907 -3.1764
C -1.2228 -4.2654 -0.2955
C -1.5502 -3.5818 -2.5953
C 0.1747 -4.7657 -0.0330
H -1.8703 -5.1005 -0.6222
H -1.6599 -3.8523 0.6201
H 0.5658 -5.2938 -0.9026
H 0.1788 -5.4639 0.8063
H 0.8491 -3.9394 0.2024
C -0.7087 -4.7082 -3.1187
H -1.3924 -2.6774 -3.1781
H -2.6249 -3.8157 -2.6383
H 0.3479 -4.4334 -3.0507
H -0.9599 -4.8865 -4.1674
H -0.9017 -5.6217 -2.5556
H -0.5816 -1.5111 -0.8386
Co 0.2301 1.6923 0.8796
C -0.9754 -0.7178 -0.0865
Si -2.8308 -0.4605 -0.4262
H -0.7695 -1.1199 0.9201
H -0.3993 0.2407 -0.2111
C -2.8248 -0.0254 -2.2462
C -3.7238 0.9023 0.5356
C -3.7522 -2.0433 0.0332
C -1.1583 2.9066 0.7211
Si -0.1698 4.4889 0.9883
H -1.8907 2.7168 1.5189
H -1.6694 2.8161 -0.2575
C -1.5270 5.7607 1.3321
C 0.7480 4.9707 -0.5679
C 1.0240 4.3925 2.4314
H -4.8350 -1.8838 -0.0557
H -3.5567 -2.3316 1.0771
H -3.4947 -2.9033 -0.5981
H -2.3074 0.9259 -2.4207
H -3.8420 0.0778 -2.6341
H -2.3202 -0.7836 -2.8529
H -3.3600 1.9150 0.3588
H -3.6700 0.7211 1.6178
H -4.7887 0.9071 0.2635
H 0.2502 4.5980 -1.4737
H 1.7971 4.6456 -0.5999
H 0.7028 6.0712 -0.5703
H 2.0652 4.2427 2.1161
H 0.7791 3.6397 3.1934
H 0.9510 5.3835 2.9055
H -1.0902 6.6842 1.7354
H -2.2531 5.3910 2.0705
H -2.0943 5.9977 0.4188
S 2.1580 1.7687 -0.4462
C 2.6832 1.4633 1.1236
N 1.6282 1.1387 1.9565
C 1.9819 1.0020 3.3016
C 1.0736 0.7329 4.3299
C 1.4991 0.9485 5.6440
C 2.8282 1.3572 5.8984
C 3.7400 1.6071 4.8533
C 3.3147 1.4063 3.5463
S 4.1571 1.7672 2.0294
H 0.0758 0.3895 4.0516
H 0.8006 0.8028 6.4735
H 3.1617 1.4999 6.9285
H 4.7521 1.9833 5.0043
```

Total charge: +1
2S+1: 5
Energy above the lowest of the compared OMol25 structures with the same formula, charge and spin: 0.00 kJ/mol
HOMO energy (spin up / spin down): -11.45 / -11.46 eV
Strongest force on any atom: 2.8 eV/A
Energy: -105243.8009 eV